Formula: C5H8O
Source: OMol25
Level of theory: ωB97M-V/def2-TZVPD

Calculated values
ΔE to the lowest compared entry with this formula, charge and spin: 2.3204 eV
LUMO: 0.993 eV
E_tot: -270.472620 Eh
HOMO: -9.55 eV
Gap between HOMO and LUMO: 10.55 eV
SMILES: CC(=O)C1CC1

Each line ends with the natural charge from an NBO analysis.
Cartesian coordinates (Å):
C  -1.632  -0.155  0.771  -0.74
C  -0.746  0.902  -0.020  0.62
O  -0.763  2.093  0.186  -0.53
C  0.244  0.141  -0.835  -0.37
C  1.719  0.268  -0.840  -0.40
C  0.902  -0.705  0.178  -0.39
H  -2.148  -0.821  0.065  0.22
H  -1.200  -0.856  1.521  0.23
H  -2.331  0.453  1.323  0.23
H  -0.129  -0.431  -1.681  0.23
H  2.215  1.043  -0.265  0.22
H  2.236  0.105  -1.803  0.23
H  0.687  -1.776  0.223  0.22
H  0.944  -0.262  1.178  0.21